12
Properties=species:S:1:pos:R:3:forces:R:3 method="wB97M-V/def2-TZVPD" max_force_ev_per_a=3.328 homo_energy_ha=-0.16632 molar_mass_g_mol=115.09 total_energy_ev=-11850.3912 gap_ev=8.8 de_lowest_kj_mol=325.0 total_charge=-1 lumo_ha=0.1577
C -1.726914 0.535820 -0.220845 2.1947 -0.3659 0.9533
C 1.565410 0.269896 0.625132 2.4699 1.5034 1.6481
C 2.396809 0.726677 -0.476212 -1.5268 0.6497 1.0784
N -0.846519 -0.402576 0.155571 -1.8677 -0.0103 -0.4619
N -2.719309 0.038206 -0.864700 -1.7906 0.6821 -0.4732
N -1.386499 -1.531172 -0.306353 1.9018 -1.0612 1.2267
N -2.480600 -1.265238 -0.858195 -1.8528 -1.2156 -1.5705
F 2.959776 -0.333069 -1.072392 0.2607 -0.6197 0.0805
H 0.414533 -0.059932 0.388400 0.0956 -0.6591 -0.5552
H 2.021762 -0.554565 1.214571 -0.4043 -0.1243 -0.5709
H 1.263987 1.061458 1.407832 0.7525 -0.5914 -1.4129
H -1.462435 1.514500 0.007192 -0.2330 1.8123 0.0576

180
Properties=species:S:1:pos:R:3:forces:R:3 method="wB97M-V/def2-TZVPD" max_force_ev_per_a=7.250 homo_energy_ha=-0.36589 molar_mass_g_mol=1489.93 total_energy_ev=-242610.8707 gap_ev=9.8 de_lowest_kj_mol=767.8 total_charge=0 lumo_ha=-0.0059
O 10.131424 24.102633 -6.027807 0.4317 0.1256 0.0956
S 11.368001 24.602847 -5.503999 -0.0781 -1.0451 0.7756
O 11.554284 24.737906 -4.073723 -0.1020 0.2613 -1.3140
O 12.515288 23.591220 -6.049973 -1.0145 0.5197 0.2514
C 13.815566 23.744688 -5.452312 0.6081 1.1485 -0.8811
C 14.882834 23.448776 -6.480417 0.5454 -1.5533 0.9344
C 11.760940 26.109559 -6.343945 0.6988 0.3092 0.6154
H 13.942749 23.180138 -4.532140 -0.2950 -0.0359 -0.0433
H 13.961941 24.813075 -5.259608 -0.1825 -0.1321 0.6034
H 15.818574 23.584820 -5.926783 0.1588 0.7396 -0.4570
H 14.792885 23.983850 -7.420521 0.1067 0.2481 0.1371
H 15.008611 22.378791 -6.671790 -0.6271 -0.0004 -0.3397
H 11.233916 26.959620 -5.914491 -0.3957 -0.3003 0.0870
H 11.577471 26.019520 -7.409263 0.0786 -0.1623 0.0217
H 12.804134 26.307590 -6.086632 0.0629 0.0181 -0.4157
O 19.332260 33.770577 -4.869943 -0.2923 0.0870 -0.2339
S 20.368428 33.083417 -5.571263 0.3789 -1.5353 -0.0201
O 21.375157 33.842045 -6.265537 -0.3487 -0.1006 -0.1306
O 21.113101 32.123581 -4.515858 -0.1899 0.2326 -0.7633
C 22.386471 32.475954 -3.999016 1.6078 0.9089 1.2788
C 23.475056 31.421008 -4.254771 -1.1266 0.3525 1.3435
C 19.686977 31.745109 -6.630439 0.1101 1.4283 1.2443
H 22.248527 32.656833 -2.928536 -0.1389 -0.7245 0.1095
H 22.776635 33.465518 -4.253469 -0.5600 -0.0354 -0.9819
H 23.006823 30.484345 -3.946964 0.2573 -0.4100 -0.8474
H 24.242756 31.544572 -3.488211 0.1873 0.3303 -0.2108
H 23.922063 31.491913 -5.239522 -0.2051 -0.4104 -0.1361
H 20.517922 31.373147 -7.213979 -0.1178 -0.0873 -0.1523
H 18.876428 32.217326 -7.179206 0.6783 -0.0035 -0.2899
H 19.234823 30.986218 -5.994948 0.2988 -0.0191 0.2039
O 17.443415 21.476916 -6.218736 -0.4076 0.2394 -0.0455
S 17.966826 21.527006 -7.547819 1.0478 -1.2934 -0.7108
O 17.533235 22.488715 -8.525099 0.8296 -0.0422 1.0419
O 19.583377 21.548401 -7.366596 -1.4882 0.7565 -0.7328
C 20.212243 20.687294 -6.413943 1.8111 0.0858 0.9252
C 21.517886 20.288305 -7.088415 0.2390 -0.3476 -0.6709
C 17.769654 19.907727 -8.289662 -0.1477 0.3473 0.8704
H 19.625555 19.859597 -6.015833 -0.3749 -0.0494 -0.6693
H 20.506335 21.232517 -5.512163 -0.4906 0.4594 -0.1123
H 22.172020 19.598974 -6.551892 -0.5031 -0.1834 0.3313
H 22.160219 21.145692 -7.289275 -0.3708 0.2970 0.0277
H 21.288473 19.855705 -8.064797 0.0945 -0.1441 0.0314
H 16.687835 19.806383 -8.357558 0.0479 -0.3222 -0.1005
H 18.191474 19.235291 -7.544710 -0.2637 -0.2636 -0.1169
H 18.267544 19.759928 -9.241756 -0.0039 0.4649 -0.0605
O 18.739073 28.069834 -7.137753 0.5507 -0.0361 0.6479
S 17.326929 27.855080 -7.131566 -0.7527 -1.0932 -1.3973
O 16.601440 27.654718 -5.896811 0.3886 0.7439 -1.0699
O 16.683330 29.070378 -7.994996 -0.0423 -1.1383 1.3803
C 17.560290 30.054473 -8.545128 0.0358 0.8119 -1.1915
C 17.018628 31.432887 -8.172279 0.2278 0.1121 -0.2449
C 16.960296 26.471229 -8.252267 0.0643 0.4535 0.4800
H 17.606924 29.893737 -9.629537 -0.6658 0.2045 0.0103
H 18.617390 29.882215 -8.337648 -0.3182 0.1278 0.8849
H 17.105472 31.633679 -7.102851 -0.0642 -0.1332 -0.0499
H 15.986898 31.640668 -8.448296 -0.1100 -0.5982 -0.1439
H 17.580882 32.187399 -8.729429 0.1280 -0.0576 0.2456
H 17.506778 26.583788 -9.186767 -0.1258 0.3728 -0.0165
H 15.883731 26.470896 -8.401060 0.0192 -0.0396 -0.1374
H 17.284483 25.521715 -7.828236 -0.0935 0.1311 0.3900
O 20.309373 24.883255 -9.653808 0.6323 0.1301 0.5361
S 21.150187 24.736681 -8.480963 -1.0147 0.0908 -1.8014
O 21.962851 23.542061 -8.429263 0.0465 1.4408 0.5375
O 21.979327 26.136696 -8.290144 -0.3879 -0.9859 0.7179
C 21.973848 27.087557 -9.401766 0.5963 -0.8653 -0.3740
C 22.969350 28.199942 -9.131063 0.4908 -1.0476 -0.1788
C 20.139357 24.922056 -7.064342 0.9751 -0.7367 0.3362
H 20.968963 27.442881 -9.615281 -0.0307 -0.1282 0.0913
H 22.357695 26.424752 -10.179132 -0.2665 0.7854 -0.7406
H 23.918466 27.707160 -8.903529 -0.0022 0.1617 0.4237
H 22.681575 28.895903 -8.351472 -0.0630 -0.0350 0.0110
H 23.189984 28.720492 -10.061906 -0.4247 0.2309 0.0008
H 19.563012 25.817699 -7.246956 0.1161 0.2471 0.4641
H 20.914960 24.948860 -6.296207 -0.5211 0.5948 0.4778
H 19.533219 24.040014 -6.876149 -0.0258 -0.0418 -0.3842
O 14.559547 29.845186 -2.702310 -0.1000 -0.2361 -0.1959
S 13.702891 29.828739 -3.850261 -1.0551 1.7644 -0.5348
O 13.165108 28.626680 -4.401676 0.2659 0.1927 0.1969
O 12.377367 30.759718 -3.527814 1.4763 -0.9917 -0.5054
C 12.642873 32.083281 -3.045961 -1.0039 0.6741 0.5289
C 12.135150 33.166741 -4.016635 0.6531 -0.6430 1.1173
C 14.465168 30.856519 -5.149495 -0.5316 -1.4365 0.4135
H 13.679612 32.286248 -2.776762 0.1400 -0.5379 -0.1766
H 12.071255 32.131769 -2.117105 0.1540 0.1794 0.0552
H 11.067393 33.320216 -3.890005 -0.0654 -0.1248 -0.4164
H 12.436872 32.874234 -5.017630 -0.2218 0.3453 -0.2295
H 12.649222 34.070093 -3.683790 -0.1058 0.2175 -0.4166
H 13.731075 30.961049 -5.944053 -0.1241 0.1843 0.1038
H 15.269630 30.237741 -5.547506 0.3171 0.2790 0.1766
H 14.757629 31.790653 -4.685826 0.2622 0.0236 -0.1867
O 20.237714 29.938903 -10.083596 0.3748 0.7464 0.2953
S 20.813221 31.258983 -10.118124 0.7979 -0.7376 -1.6253
O 20.142068 32.382297 -9.530814 -0.1586 -0.1031 0.0018
O 22.273329 31.131224 -9.458193 -0.8061 0.0777 -0.2305
C 22.865479 32.351529 -8.997041 0.8643 1.1142 0.4893
C 24.309396 32.084976 -8.619854 0.3541 -0.1583 0.4775
C 21.232776 31.679512 -11.838571 -0.8388 -0.5173 1.1698
H 22.311153 32.744693 -8.145880 -0.0547 -0.1503 0.0117
H 22.867491 33.159696 -9.734663 -0.3459 -0.3849 -0.4255
H 24.838547 31.481993 -9.357614 -0.1913 -0.1500 -0.0015
H 24.385929 31.623123 -7.633922 -0.0696 -0.3685 -0.1761
H 24.899572 32.997236 -8.515510 -0.3659 0.2588 -0.1767
H 20.329276 31.488849 -12.412185 -0.1764 0.4401 0.1057
H 21.977712 31.010077 -12.258469 0.4146 0.2326 0.4084
H 21.458005 32.736643 -11.749580 0.2670 -0.0077 -0.6531
O 20.551971 33.406541 -14.571367 -1.5454 0.5616 -0.0202
S 19.312135 34.089982 -14.247643 0.2667 -0.0227 1.2084
O 18.166278 34.131429 -15.137812 1.3238 -0.2360 0.9159
O 18.907799 33.473221 -12.788695 0.3540 0.0953 -1.3165
C 17.638853 33.866804 -12.233238 -0.6834 -0.9915 -0.0251
C 16.961514 32.645536 -11.610563 2.6018 -0.1370 -1.9959
C 19.702604 35.725897 -13.651117 -0.4347 0.2110 -0.3952
H 17.015869 34.263915 -13.036478 0.0742 -0.0304 -0.1355
H 17.792121 34.657753 -11.497051 0.2285 0.0497 0.0885
H 17.531569 32.323327 -10.736357 0.0784 -0.0428 -0.1118
H 16.899350 31.821916 -12.317198 0.1455 -0.0005 -0.2502
H 15.987929 32.940636 -11.224078 4.6155 -2.0961 -2.8121
H 19.655363 36.416938 -14.491104 0.5068 -0.0232 -0.0131
H 20.650684 35.665699 -13.125210 0.1606 0.0941 -0.3251
H 18.963432 36.095989 -12.940495 -0.1724 -0.3876 -0.1158
O 13.496349 26.104652 -12.607361 0.6467 0.0143 -0.2093
S 14.917751 25.897917 -12.638396 2.0364 -1.6617 -0.1710
O 15.778756 26.205241 -11.529180 -0.8097 0.2099 -0.2123
O 15.262975 24.277461 -12.937147 -0.4653 2.3661 0.6540
C 14.146434 23.420306 -13.267983 0.9715 -0.5266 -0.1206
C 13.345833 23.087009 -12.045813 -1.6375 0.2764 1.0009
C 15.669669 26.672677 -14.100108 -0.6935 -0.3142 0.5579
H 14.697607 22.525175 -13.572921 -0.3998 0.1038 -0.5404
H 13.659638 23.936724 -14.097402 -0.6060 -0.6514 0.1069
H 13.928021 22.652091 -11.232783 0.4651 0.4718 -0.1134
H 12.502724 22.387181 -12.082609 0.3123 -0.2914 -1.1275
H 12.792492 23.967417 -11.711850 0.5299 0.1767 0.3356
H 15.288763 26.118472 -14.954451 -0.0482 0.3227 -0.1631
H 16.754870 26.649686 -14.069637 -0.0379 -0.3900 0.3210
H 15.361080 27.715799 -14.063389 -0.2476 -0.0632 -0.2227
O 17.336644 25.205922 -1.702717 -0.5968 0.0197 0.0640
S 15.915854 25.301368 -1.937938 1.0851 0.9730 -1.2516
O 15.187093 24.115369 -2.278191 -0.0754 0.6313 0.4534
O 15.240182 26.010971 -0.679887 -0.2933 -0.4535 -0.1531
C 16.038400 26.843298 0.147895 0.8725 1.6333 1.3136
C 15.195148 27.950604 0.790460 -0.6249 -0.7438 -0.3256
C 15.603644 26.584180 -3.209063 -0.4255 -0.9184 1.1469
H 16.839442 27.405531 -0.338241 -0.0758 -0.5591 -0.8587
H 16.562923 26.273986 0.914421 -0.2847 -0.4301 -0.0565
H 14.766598 28.564393 -0.002752 -0.0659 0.0698 0.0761
H 15.786204 28.587160 1.446261 0.2405 -0.1139 -0.0821
H 14.384431 27.524676 1.383469 -0.0551 0.0574 -0.0291
H 15.815398 27.581458 -2.829918 0.3050 -0.1384 0.1754
H 14.524194 26.519517 -3.343408 0.0400 0.0017 -0.4102
H 16.187905 26.364683 -4.093767 -0.0971 -0.1299 -0.0228
O 15.382056 33.276530 -10.150914 -5.1641 1.6135 4.8267
S 14.346800 33.556631 -11.120264 -3.5683 2.1238 -1.3470
O 14.233023 32.734861 -12.304044 -0.2641 0.8033 1.5691
O 12.830782 33.675408 -10.511268 1.4637 -0.0359 -0.5084
C 12.655998 33.756157 -9.111609 -0.2892 -0.7672 2.1334
C 12.566146 32.349038 -8.497396 -0.0439 1.0905 -0.3429
C 14.590093 35.289437 -11.601638 -0.0739 -0.6539 1.2828
H 11.728559 34.276423 -8.864097 -0.1935 -0.0190 -0.7978
H 13.383409 34.334332 -8.530225 0.5727 0.0349 -0.7900
H 11.763564 31.836199 -9.023147 0.0740 -0.3626 0.2405
H 12.319608 32.515222 -7.448309 -0.1067 -0.3867 0.0698
H 13.516714 31.824925 -8.580301 -0.0792 -0.1300 -0.0468
H 15.415118 35.253416 -12.305774 -0.3054 0.4429 -0.2870
H 14.879487 35.820041 -10.692455 0.3869 -0.2048 0.0011
H 13.653601 35.777483 -11.853385 0.0436 -0.4166 -0.8817
O 18.864698 38.495364 -12.192581 -0.6407 -0.3488 1.0860
S 18.067938 38.375620 -10.993534 0.9576 0.8921 -0.1100
O 16.634708 38.289714 -11.089209 0.4769 -0.2010 0.2143
O 18.641204 37.105894 -10.189593 0.5861 -0.1591 -1.0119
C 17.852356 36.510931 -9.155072 -1.4346 0.9656 1.0846
C 18.495024 35.380709 -8.357019 0.5612 0.1907 -1.0422
C 18.495679 39.725095 -9.818118 -0.3282 -0.8686 -1.0009
H 16.859062 36.297071 -9.559892 0.2491 -0.5722 -0.1578
H 17.613863 37.326493 -8.456235 0.2241 -0.1148 0.1664
H 18.455685 34.410460 -8.853027 -0.3168 0.0077 -0.0466
H 18.006727 35.351971 -7.387136 0.0172 -0.1707 0.0610
H 19.564082 35.556278 -8.223959 -0.0645 0.2535 0.2452
H 18.516538 39.182862 -8.878058 -0.2118 0.5982 0.3519
H 17.726436 40.480697 -9.951098 -0.2215 -0.1653 0.4304
H 19.450979 40.198902 -10.025036 0.1654 -0.4693 -0.2225

21
Properties=species:S:1:pos:R:3:forces:R:3 method="wB97M-V/def2-TZVPD" max_force_ev_per_a=2.709 homo_energy_ha=-0.31156 molar_mass_g_mol=167.05 total_energy_ev=-22366.3479 gap_ev=9.0 de_lowest_kj_mol=0.0 total_charge=0 lumo_ha=0.0184
C 4.063924 -0.879625 -0.448593 -0.1904 2.5861 0.4989
S 2.228631 -1.164371 -0.495321 0.3356 -0.6247 0.1227
B 1.259571 0.231431 0.092216 1.1258 0.6684 -0.8478
C 1.922385 1.601127 0.537800 -0.7618 -1.2761 -0.8275
C -0.312088 0.076352 -0.096523 0.6451 -0.1438 1.0522
N -1.100782 1.139832 0.052858 0.7614 0.6681 0.0328
C -2.405180 1.014787 0.159581 -1.3482 -0.2159 1.2974
C -2.995695 -0.257276 0.107459 1.9956 -1.0204 -1.5218
N -4.307390 -0.614382 0.234690 -1.7813 -1.2606 -0.8300
C -2.076854 -1.322175 -0.218554 0.2657 2.3294 1.0093
N -0.765260 -1.181358 -0.189348 -0.6707 0.1767 -0.7294
H 4.513934 -1.639242 -1.043027 0.0713 -0.5346 -0.7292
H 4.566072 -0.959811 0.544540 -0.8404 0.2315 -0.5109
H 4.287300 0.160032 -0.906163 -0.2220 -1.7802 0.7680
H 2.997289 1.652196 0.474050 0.2584 0.0240 0.0721
H 1.564399 1.765558 1.527021 -0.1018 0.5259 1.0020
H 1.445537 2.329728 -0.104447 -0.0044 0.5268 -0.0716
H -2.996840 1.908705 0.516364 0.6270 -0.8891 -0.8657
H -5.026714 0.013334 -0.141632 0.6508 -0.2187 0.3756
H -4.459018 -1.584800 -0.155813 0.0446 1.6298 0.7929
H -2.403211 -2.290052 -0.447152 -0.8604 -1.4026 -0.0900

27
Properties=species:S:1:pos:R:3:forces:R:3 method="wB97M-V/def2-TZVPD" max_force_ev_per_a=0.634 homo_energy_ha=-0.36151 molar_mass_g_mol=364.50 total_energy_ev=-40232.1607 gap_ev=9.5 de_lowest_kj_mol=0.0 total_charge=0 lumo_ha=-0.0137
Rh 0.260410 0.288637 0.207562 -0.2645 -0.4845 -0.3127
N -0.712563 1.081762 -1.432378 0.0495 0.0612 0.0552
C -2.179817 0.880093 -1.424328 0.0264 -0.0508 0.0036
C -2.500642 -0.595016 -1.234017 0.0711 0.0368 0.1118
C -2.351921 -1.096101 0.201901 -0.0320 -0.1650 -0.1740
O -3.232266 -1.747100 0.714107 0.0219 0.0390 0.0143
O -1.233068 -0.829560 0.839389 -0.0422 0.2979 0.0722
H -0.478528 2.065378 -1.540124 -0.0262 0.0115 0.0092
H -0.307491 0.587795 -2.226354 0.0211 -0.0079 0.0163
H -2.599062 1.243149 -2.364485 -0.0141 -0.0036 0.0061
H -2.592029 1.481618 -0.613904 -0.0049 0.0049 -0.0005
H -1.846262 -1.196769 -1.873676 -0.0125 -0.0004 0.0205
H -3.527558 -0.796836 -1.527974 -0.0111 0.0250 -0.0025
N 1.249309 -0.732632 1.680910 0.0901 -0.0445 -0.0688
C 2.177903 -1.654205 0.983366 -0.0170 -0.0375 0.0366
C 1.710617 -1.988874 -0.436227 -0.0225 -0.0251 0.0103
O 2.198256 -2.915050 -1.028332 -0.0139 0.0029 -0.0301
O 0.796168 -1.187642 -0.948129 0.0741 0.0108 0.1291
H 1.736552 -0.136811 2.343710 0.0097 -0.0310 0.0303
H 0.518634 -1.249429 2.165935 -0.0484 0.0462 -0.0087
H 2.307861 -2.585679 1.530546 0.0163 0.0146 0.0010
H 3.150817 -1.171825 0.896992 -0.0038 0.0233 -0.0153
O 1.721389 3.850277 0.702005 -0.0773 0.0275 -0.0486
Cl 1.522021 2.504288 1.051058 0.1060 -0.1547 -0.2734
O 2.259516 2.107017 2.195473 0.0641 -0.0024 0.0621
O 0.080571 2.194201 1.244766 -0.0859 0.0458 0.1544
O 1.871185 1.599314 -0.107792 0.1259 0.3600 0.2016